Record 1
C6H33NO11 | the ωB97M-V functional and the def2-TZVPD basis

ORCA input file:
```
! wB97M-V def2-TZVPD RIJCOSX def2/J DEFGRID3
* xyz 0 1
C 2.85968 -1.75913 -1.02899
N 1.97594 -1.85674 -0.14065
C 1.17224 -0.75013 0.23601
C -0.05967 -0.68848 -0.25988
C -0.93656 0.40735 0.29365
C -2.42960 0.05920 0.32963
C -3.04600 -0.50918 -0.95438
H 3.06135 -0.85358 -1.59819
H 3.34743 -2.65273 -1.39638
H 1.63539 -0.15145 0.99893
H -0.49536 -1.31567 -1.01096
H -0.77827 1.22768 -0.43142
H -0.57649 0.83154 1.22658
H -3.03998 0.84717 0.76258
H -2.47570 -0.76068 1.05902
H -2.60308 -0.13686 -1.88049
H -2.93605 -1.59510 -1.03569
H -4.11735 -0.34010 -0.86157
O 0.67160 -1.09912 3.28003
H 0.13913 -1.88007 3.01902
H 0.47530 -0.95725 4.21145
O -1.12263 0.33046 -4.27946
H -1.84245 0.30665 -3.64010
H -1.49753 0.17156 -5.15427
O 3.98075 -0.73527 2.46151
H 4.27331 -0.20426 1.71160
H 3.12146 -0.35589 2.68003
O 1.67094 -1.29269 -3.46658
H 1.00571 -0.68601 -3.80834
H 1.17478 -1.97288 -2.99500
O 0.68501 2.34694 3.79543
H 1.32399 1.62846 3.87776
H -0.15509 1.93767 3.54810
O -0.87932 -3.75753 -0.34232
H -0.79859 -3.21811 -1.13520
H -1.28413 -4.57240 -0.66055
O -0.75742 -3.13275 2.19557
H -0.99902 -2.83203 1.30200
H 0.09002 -3.56291 2.02063
O 0.79875 1.75058 -2.88774
H 0.22118 1.44477 -3.62337
H 1.60369 1.36816 -3.26919
O 2.49798 2.74959 1.61651
H 2.12153 3.53785 1.20696
H 1.75474 2.44625 2.17857
O -2.22370 2.90610 1.91612
H -1.64483 3.56955 2.29915
H -1.93547 2.70645 1.01953
O -0.74754 3.84640 -0.91398
H -1.62459 4.19846 -1.08686
H -0.65549 3.01014 -1.38483
*
```

Its SMILES is C=N/C=C/CCC.O.O.O.O.O.O.O.O.O.O.O. The calculation puts the energy at -30768.44864 eV. Its HOMO-LUMO gap is 8.14 eV. The calculation puts the relative energy (zero: lowest compared OMol25 entry of this formula, charge and spin) at 4.850 eV. The strongest force on any atom comes out at 0.0542 hartree/bohr.


Record 2
C5H3N | the ωB97M-V functional and the def2-TZVPD basis

ORCA input file:
```
! wB97M-V def2-TZVPD RIJCOSX def2/J DEFGRID3
* xyz 0 1
N -2.82086 1.48527 -0.78078
C -1.89314 0.92349 -0.41797
C -0.70828 0.26215 -0.18574
C 0.43212 0.17435 -0.92739
C 1.15529 -0.81777 -0.02758
C 0.22221 -0.07060 0.83389
H 2.22447 -0.70671 0.13087
H 0.87290 -1.83319 -0.26856
H 0.51530 0.58301 1.64326
*
```

Its SMILES is N#CC1=C2C[C@H]12. The calculation puts the energy at -6718.70368 eV. Its HOMO-LUMO gap is 9.01 eV. The calculation puts the relative energy (zero: lowest compared OMol25 entry of this formula, charge and spin) at 2.020 eV. The strongest force on any atom comes out at 0.0365 hartree/bohr.